1.
61
Properties=species:S:1:pos:R:3:forces:R:3:lowdin_charge:R:1 method="wB97M-V/def2-TZVPD" charge=+3 multiplicity=1 total_energy_ev=-101644.224
Ga -1.30919 -0.90048 -0.40259 -0.27 -0.16 0.55 0.43
N -2.93202 0.21334 -1.37202 0.35 -0.17 0.24 -0.01
C -4.15614 -0.57361 -1.10484 -0.09 -0.20 -0.08 -0.20
C -3.94757 -1.95581 -1.69700 -0.23 0.27 0.04 -0.14
N -2.61301 -2.47761 -1.29994 0.46 0.35 -0.13 -0.07
C -2.59704 -3.75406 -0.53552 0.09 -0.19 0.32 -0.13
C -1.78811 -3.59238 0.74233 -0.12 -0.11 -0.13 -0.21
N -0.56745 -2.82937 0.40878 -0.20 0.32 -0.01 -0.01
H -3.05357 1.16557 -1.03632 0.14 0.03 0.12 0.11
H -2.79709 0.29398 -2.37983 0.08 0.09 -0.05 0.13
H -5.04189 -0.11659 -1.54459 0.03 0.07 0.03 0.15
H -4.29835 -0.63051 -0.02411 -0.04 0.06 -0.01 0.09
H -4.00376 -1.89466 -2.78460 0.03 -0.09 -0.01 0.15
H -4.74268 -2.61710 -1.35994 0.06 -0.09 -0.04 0.14
H -2.11088 -2.66006 -2.16373 0.01 -0.03 -0.04 0.14
H -2.15866 -4.54101 -1.15019 -0.04 0.05 -0.08 0.15
H -3.60804 -4.06409 -0.28032 -0.04 0.04 -0.10 0.14
H -1.56383 -4.57481 1.15634 0.04 0.03 0.05 0.15
H -2.35460 -3.03166 1.48692 0.05 -0.03 0.05 0.07
H -0.00618 -3.37250 -0.24696 0.16 0.11 -0.06 0.12
H 0.01626 -2.71788 1.23496 0.05 0.16 0.01 0.11
I -2.12034 -0.15084 2.11830 0.20 0.16 0.02 1.27
C -0.81853 1.38766 2.95094 -0.25 -0.35 -0.34 -0.47
C -1.37648 1.82576 4.11671 -0.14 -0.13 -0.05 -0.14
C -0.71319 2.79348 4.88298 0.12 0.07 0.01 -0.02
C 0.48550 3.26276 4.43901 -0.07 0.02 0.09 0.02
C 1.06224 2.80701 3.23065 -0.15 -0.17 -0.10 -0.13
C 2.31236 3.34937 2.86124 0.11 0.04 -0.06 0.03
C 2.94538 2.97325 1.71470 0.02 0.05 0.07 -0.01
C 2.31890 2.03803 0.88948 -0.15 0.04 0.15 -0.08
C 1.09176 1.47014 1.19881 0.09 -0.35 -0.60 -0.26
P 0.75072 0.37187 -0.23637 -0.59 -0.13 -0.16 1.01
C 0.79111 1.39233 -1.72217 0.09 -0.06 0.04 -0.38
C -0.29481 2.25044 -1.92537 0.07 -0.08 0.05 -0.12
C -0.31196 3.09467 -3.02038 -0.05 0.09 -0.06 -0.04
C 0.74951 3.08330 -3.92035 0.01 -0.04 0.05 -0.02
C 1.83686 2.24907 -3.70643 0.04 0.04 -0.09 -0.03
C 1.86875 1.40471 -2.60614 -0.05 -0.05 0.09 -0.07
C 1.98388 -0.93534 -0.27291 0.00 0.06 0.04 -0.40
C 2.72958 -1.24181 0.86678 -0.06 0.11 -0.06 -0.07
C 3.65846 -2.27040 0.81630 0.09 -0.15 0.02 -0.03
C 3.85043 -2.98282 -0.35989 -0.03 0.02 0.02 -0.02
C 3.09192 -2.69106 -1.48983 -0.02 -0.05 -0.07 -0.04
C 2.14624 -1.68087 -1.44704 -0.08 0.00 0.13 -0.12
C 0.40715 1.82392 2.40168 0.21 0.22 0.15 -0.17
H -2.32326 1.43641 4.46901 0.01 0.02 0.00 0.10
H -1.15764 3.13918 5.80535 0.02 0.01 0.00 0.14
H 1.02937 4.00375 5.01057 -0.01 0.00 0.01 0.14
H 2.76193 4.08226 3.51942 -0.01 0.00 0.00 0.14
H 3.90273 3.38968 1.43525 0.00 0.00 0.00 0.13
H 2.82563 1.76421 -0.02911 0.02 0.02 0.00 0.11
H -1.09103 2.28938 -1.18743 -0.02 0.10 -0.03 0.09
H -1.13380 3.78127 -3.17650 -0.02 -0.03 0.04 0.12
H 0.73208 3.74050 -4.77926 0.01 0.00 0.00 0.13
H 2.67161 2.26097 -4.39470 -0.01 0.00 0.01 0.13
H 2.73367 0.77624 -2.43971 0.01 -0.04 -0.01 0.11
H 2.60267 -0.66885 1.77753 0.04 -0.01 -0.01 0.12
H 4.24595 -2.51255 1.69205 -0.01 0.04 0.00 0.13
H 4.59245 -3.76896 -0.40188 0.01 0.01 0.01 0.13
H 3.25149 -3.24485 -2.40567 -0.02 -0.01 0.00 0.13
H 1.54448 -1.46193 -2.32243 0.07 0.04 -0.10 0.11

***

2.
69
Properties=species:S:1:pos:R:3:forces:R:3:lowdin_spin:R:1 method="wB97M-V/def2-TZVPD" charge=-1 multiplicity=3 total_energy_ev=-231219.141 de_lowest_kcal_mol=26.3
Ti 0.02368 0.05157 0.46270 0.67 -1.16 -1.69 0.96
I 2.34365 -7.17845 1.57983 -0.04 0.25 0.01 0.00
C 1.89867 -5.11734 1.58540 0.07 -0.34 -0.01 0.00
C 2.33351 -4.32321 2.63298 0.00 -0.06 -0.06 0.00
C 2.00511 -2.98577 2.61029 -0.08 0.52 0.15 0.00
I 2.60706 -1.72054 4.17536 0.01 -0.20 -0.11 0.00
C 1.25573 -2.37279 1.57806 0.30 -0.53 0.25 0.00
O 0.97333 -1.10799 1.65251 0.71 -0.81 0.26 0.01
C 0.83277 -3.23141 0.52622 -0.06 0.28 0.05 0.00
C 0.04520 -2.68072 -0.63844 0.24 -0.26 0.00 0.00
N -0.94927 -1.69158 -0.20284 -0.62 -0.64 -0.20 0.01
C -1.94879 -2.21179 0.74061 -0.03 0.02 0.32 0.02
C -2.30796 -1.17454 1.77496 -0.39 -0.21 0.15 0.12
C -3.40712 -1.30787 2.58078 0.14 0.03 -0.23 0.04
C -3.62063 -0.41341 3.64700 -0.23 0.07 0.18 0.26
C -2.61948 0.54744 3.88039 0.12 -0.01 -0.16 0.04
C -1.55230 0.64127 3.02972 -0.27 0.02 0.34 0.14
N -1.40024 -0.14935 1.91051 -0.59 0.22 0.27 0.20
C 1.15289 -4.57839 0.55208 0.01 0.00 -0.03 0.00
H 2.91415 -4.73547 3.44574 -0.01 0.01 0.01 0.00
H 0.72344 -2.17481 -1.33079 -0.08 0.08 -0.01 0.00
H -0.43040 -3.51169 -1.17454 -0.03 0.01 0.06 0.00
H -1.39030 -1.29888 -1.03050 0.08 -0.06 -0.13 0.00
H -2.84311 -2.58135 0.23004 0.05 -0.05 -0.02 0.00
H -1.50240 -3.06291 1.26203 0.04 -0.03 -0.08 0.01
H -4.09944 -2.12508 2.40702 0.04 -0.03 -0.05 0.00
H -4.49275 -0.48838 4.28163 0.03 -0.03 0.00 0.02
H -2.67160 1.20843 4.73690 0.03 0.02 -0.01 0.00
H -0.76316 1.35504 3.22859 0.02 0.00 -0.01 0.01
H 0.81743 -5.21159 -0.26053 -0.02 0.00 0.02 0.00
O 1.53145 3.20729 -1.49052 -0.30 -0.11 0.26 0.00
C 2.07283 2.93198 -2.75638 0.09 -0.16 -0.22 0.00
C 2.55745 1.48534 -2.97404 0.04 -0.01 -0.06 0.00
C 3.47929 1.59676 -4.20623 0.00 0.03 0.10 0.00
O 3.83823 0.35591 -4.79424 0.04 0.01 -0.07 0.00
C 3.41156 1.00350 -1.78991 -0.37 -0.16 0.23 0.00
Se 2.58128 -0.11770 -0.37368 0.42 0.12 -0.08 0.00
C 1.44268 0.48618 -3.31463 -0.32 -0.07 0.15 0.00
Se -0.28043 0.61313 -2.33947 0.25 0.41 -0.01 0.00
H 0.76344 2.60650 -1.41140 0.09 0.01 0.02 0.00
H 2.93565 3.60017 -2.86057 -0.02 0.00 -0.05 0.00
H 1.35397 3.17768 -3.55204 0.01 0.01 0.03 0.00
H 4.38286 2.15347 -3.91705 -0.03 0.00 -0.02 0.00
H 2.97015 2.16680 -4.98948 0.02 -0.05 -0.03 0.00
H 4.04666 -0.25875 -4.08315 0.00 -0.02 0.04 0.00
H 3.87471 1.85917 -1.29520 0.03 0.01 -0.06 0.00
H 4.21587 0.35863 -2.15445 0.06 0.07 0.01 0.00
H 1.80122 -0.52597 -3.12877 0.09 0.02 -0.12 0.00
H 1.17766 0.56677 -4.36889 0.02 0.03 -0.03 0.00
C 2.03411 2.24954 1.99315 0.12 0.16 0.02 0.01
C 0.71232 2.72159 1.51001 -0.25 0.40 0.07 0.05
N -0.17854 1.99798 0.87066 -0.14 2.24 0.57 0.01
C -1.36916 2.68853 0.68332 0.09 0.41 0.13 0.01
C -1.34362 3.96832 1.13354 0.27 0.08 0.08 0.00
S 0.16663 4.32204 1.85994 -0.07 -0.48 -0.21 0.01
C -2.55680 2.05838 0.11449 -0.51 0.04 -0.03 0.00
C -3.80310 2.61096 0.13698 -0.06 -0.13 -0.16 0.01
S -4.90866 1.61008 -0.70947 0.47 -0.13 0.08 0.01
C -3.61709 0.47741 -1.01806 -0.45 0.32 0.08 0.01
N -2.48680 0.84024 -0.51155 0.24 0.08 0.01 0.01
C -3.85486 -0.72811 -1.86380 0.04 -0.06 -0.01 0.00
H 1.96980 1.21451 2.32934 0.06 -0.02 0.01 0.00
H 2.38071 2.88146 2.81276 -0.06 -0.01 0.02 0.00
H 2.76274 2.28294 1.18408 -0.02 -0.09 -0.04 0.00
H -2.11790 4.71431 1.08162 -0.04 -0.07 -0.04 0.00
H -4.12933 3.53547 0.58234 0.07 -0.01 0.04 0.00
H -4.71702 -0.56447 -2.50902 0.00 -0.04 -0.02 0.00
H -4.04847 -1.61706 -1.26075 0.01 0.04 0.02 0.00
H -2.97917 -0.89937 -2.49318 0.00 0.02 0.00 0.00

***

3.
63
Properties=species:S:1:pos:R:3:forces:R:3:lowdin_spin:R:1 method="wB97M-V/def2-TZVPD" charge=+2 multiplicity=3 total_energy_ev=-176332.645 de_lowest_kcal_mol=13.7
Mo 0.74126 0.08502 -0.07874 -0.03 0.66 0.18 1.83
Se -0.52592 -2.02642 -0.19827 0.05 -0.24 -0.10 -0.04
P -2.41561 -0.85527 -0.11318 0.01 0.02 0.00 0.02
Se -1.63920 1.18274 -0.17659 0.09 -0.08 0.01 0.04
C -3.44795 -1.25018 -1.50257 -0.13 -0.01 -0.05 0.01
C -3.37532 -0.52421 -2.69075 -0.01 -0.04 -0.03 0.00
C -4.16578 -0.90127 -3.76425 0.04 0.03 0.02 0.00
C -5.01310 -1.99515 -3.65192 -0.02 -0.03 -0.01 0.00
C -5.08387 -2.71907 -2.46775 0.00 0.01 -0.02 0.00
C -4.30603 -2.34862 -1.38556 0.01 0.00 -0.01 0.00
C -3.28323 -1.25673 1.39068 -0.04 -0.01 0.06 0.00
C -2.84095 -2.24604 2.26362 -0.03 0.01 0.04 0.00
C -3.58921 -2.54158 3.39444 0.02 0.01 -0.02 0.00
C -4.76273 -1.84921 3.64776 -0.03 0.01 0.01 0.00
C -5.20266 -0.85850 2.77536 0.01 0.00 0.00 0.00
C -4.46873 -0.55858 1.64213 0.00 -0.04 0.03 0.00
H -2.71653 0.33038 -2.77174 0.00 0.01 0.00 0.00
H -4.12425 -0.33978 -4.68749 0.00 0.00 0.01 0.00
H -5.62966 -2.28406 -4.49267 0.00 0.00 0.00 0.00
H -5.75044 -3.56662 -2.38645 0.00 0.01 0.00 0.00
H -4.37281 -2.90298 -0.45749 0.01 0.01 0.00 0.00
H -1.92753 -2.79075 2.06676 0.00 -0.01 0.01 0.00
H -3.25583 -3.31445 4.07340 0.00 0.00 -0.01 0.00
H -5.34374 -2.08392 4.52968 0.00 0.01 -0.01 0.00
H -6.12123 -0.32524 2.97875 0.00 0.00 -0.01 0.00
H -4.82068 0.20465 0.95754 0.01 0.00 -0.01 0.00
C 1.19859 3.35535 2.59821 0.02 0.06 -0.02 0.00
C 1.14398 2.64415 1.29347 0.02 -0.10 -0.05 0.02
O 1.21951 1.37127 1.36245 -0.02 -0.05 0.10 0.02
C 1.05263 3.33547 0.03611 0.02 0.06 0.12 0.00
C 0.92754 4.74429 0.04494 -0.02 -0.02 -0.01 0.01
C 0.90080 5.46221 -1.12263 0.01 -0.04 -0.03 -0.01
C 1.02397 4.79263 -2.34381 -0.01 0.04 -0.05 0.01
C 1.16756 3.41893 -2.39880 -0.03 0.08 -0.01 0.00
C 1.17142 2.68860 -1.22330 -0.05 -0.21 0.07 0.01
O 1.35991 1.34940 -1.31740 0.10 0.00 -0.19 0.02
H 1.28611 2.63668 3.40660 0.00 -0.02 0.00 0.00
H 0.28709 3.94156 2.73374 0.00 -0.01 0.02 0.00
H 2.04145 4.04785 2.62430 -0.02 0.01 0.00 0.00
H 0.83932 5.26500 0.98745 0.00 0.00 0.00 0.00
H 0.79022 6.53668 -1.09865 0.00 0.00 -0.01 0.00
H 1.00879 5.35919 -3.26598 0.00 -0.01 0.00 0.00
H 1.27233 2.89514 -3.33870 0.00 0.01 0.00 0.00
C 2.99199 -1.60100 -1.15570 0.06 0.06 0.13 0.01
C 4.39438 -2.26979 -1.06389 -0.02 0.02 0.00 0.00
N 5.05561 -1.87913 0.17099 -0.08 0.05 -0.02 0.00
C 5.25099 -0.43603 0.18418 0.01 0.01 0.00 0.00
C 3.88690 0.29593 0.07479 -0.08 -0.05 0.02 0.00
N 2.78696 -0.71784 0.04078 0.00 -0.27 -0.06 0.01
C 2.87279 -1.55358 1.28212 0.04 0.03 -0.10 0.00
C 4.25239 -2.27683 1.31412 -0.02 0.02 0.03 0.00
H 2.19810 -2.34856 -1.16230 -0.02 -0.01 0.00 0.00
H 2.89055 -0.97603 -2.04412 0.00 0.00 -0.02 0.00
H 5.01352 -1.96923 -1.90765 0.02 -0.01 0.00 0.00
H 4.29582 -3.35386 -1.09050 0.02 -0.01 0.00 0.00
H 5.89717 -0.16007 -0.64783 0.01 -0.01 0.00 0.00
H 5.76126 -0.15904 1.10580 0.01 -0.01 0.00 0.00
H 3.80726 0.89037 -0.83370 0.01 0.01 -0.02 0.00
H 3.70623 0.94345 0.93194 0.01 0.02 0.01 0.00
H 2.04843 -2.26890 1.26889 0.00 -0.01 0.00 0.00
H 2.74128 -0.88664 2.13562 0.00 0.01 0.02 0.00
H 4.11394 -3.35673 1.29379 0.01 0.00 -0.01 0.00
H 4.78493 -2.02505 2.22999 0.02 -0.01 0.00 0.00

***

4.
62
Properties=species:S:1:pos:R:3:forces:R:3:lowdin_charge:R:1 method="wB97M-V/def2-TZVPD" multiplicity=1 smiles="COc1cccc(CN2CCC(Oc3ccc(C(=O)NCc4ccccn4)cc3)CC2)c1O" total_energy_ev=-40093.415 de_lowest_kcal_mol=39.7
C 5.63989 -1.19864 -5.32313 0.30 0.12 -0.03 -0.08
O 4.30477 -1.62624 -5.41069 -0.59 -0.31 0.26 -0.10
C 3.75601 -2.26843 -4.31916 -0.05 0.07 -0.18 -0.20
C 4.40749 -2.53313 -3.12897 0.09 0.12 -0.21 -0.03
C 3.73520 -3.20374 -2.11777 -0.04 -0.07 0.14 -0.08
C 2.42450 -3.59701 -2.29090 0.13 0.02 -0.04 -0.05
C 1.74440 -3.32734 -3.47419 0.01 0.12 -0.29 -0.14
C 0.28778 -3.69176 -3.64302 0.00 -0.01 -0.12 -0.13
N -0.65022 -2.70795 -3.12302 -0.07 -0.06 0.00 -0.15
C -0.59808 -2.54686 -1.68392 -0.22 0.02 0.18 -0.19
C -1.81231 -1.74801 -1.21491 0.35 0.22 0.04 -0.11
C -1.83228 -0.37224 -1.88869 -0.68 -0.30 -0.15 -0.32
O -0.71041 0.41231 -1.51184 0.20 0.10 -0.04 -0.02
C -0.65026 0.99125 -0.29046 0.16 0.18 0.28 -0.25
C 0.55282 1.64265 0.00291 -0.13 -0.12 -0.12 0.01
C 0.72617 2.28384 1.20644 -0.11 0.01 0.12 -0.01
C -0.29801 2.31580 2.15254 0.01 -0.25 -0.17 -0.14
C -0.04239 3.01312 3.44213 -0.12 0.20 -0.02 -0.45
O 1.07272 3.11969 3.92187 0.25 -0.04 0.00 0.06
N -1.13409 3.57323 4.01752 -0.30 0.11 0.17 0.06
C -1.10106 4.10025 5.35630 0.28 0.14 -0.06 -0.12
C -2.17659 3.48626 6.21367 0.01 -0.01 0.18 -0.26
C -2.16306 3.63204 7.59845 -0.11 -0.06 -0.08 -0.02
C -3.18358 3.06010 8.33618 0.03 0.02 -0.10 -0.07
C -4.18309 2.36386 7.67147 0.05 0.02 -0.03 -0.07
C -4.10840 2.27863 6.29196 -0.30 -0.15 0.25 -0.14
N -3.13624 2.82419 5.58069 0.16 0.12 -0.32 0.10
C -1.48772 1.65734 1.86664 0.27 0.19 0.10 -0.02
C -1.66584 0.99812 0.66322 -0.15 -0.21 -0.37 -0.01
C -1.75545 -0.55989 -3.40435 0.34 0.13 0.26 -0.10
C -0.54795 -1.41597 -3.77518 -0.28 0.15 -0.16 -0.18
C 2.41922 -2.66362 -4.49374 0.28 -0.03 0.16 -0.20
O 1.79728 -2.40406 -5.67876 0.03 0.02 0.00 0.07
H 5.86273 -0.72830 -6.27983 0.05 -0.02 0.09 0.09
H 5.77401 -0.46736 -4.51994 -0.01 -0.04 -0.02 0.10
H 6.32033 -2.04153 -5.16625 -0.03 0.04 0.01 0.10
H 5.43157 -2.23115 -2.97846 0.10 0.04 -0.03 0.10
H 4.24849 -3.41673 -1.19262 0.04 -0.02 0.08 0.10
H 1.91515 -4.13009 -1.50248 -0.08 -0.06 0.09 0.11
H 0.07112 -3.81203 -4.70681 -0.01 -0.12 0.09 0.12
H 0.08425 -4.63717 -3.13228 0.05 0.01 -0.08 0.13
H -0.61826 -3.53668 -1.22086 0.07 0.02 0.02 0.12
H 0.31952 -2.02710 -1.35755 -0.03 -0.12 0.01 0.13
H -2.72472 -2.27924 -1.48780 -0.05 -0.02 0.03 0.13
H -1.77564 -1.64157 -0.12941 -0.07 0.00 0.02 0.11
H -2.75934 0.16439 -1.63631 0.17 -0.04 -0.02 0.14
H 1.33603 1.62254 -0.73867 0.09 0.00 -0.09 0.12
H 1.65792 2.77563 1.44092 0.09 0.03 0.02 0.12
H -2.05748 3.37081 3.66653 0.15 -0.06 -0.07 0.11
H -0.10715 3.89563 5.76762 -0.16 0.10 -0.03 0.13
H -1.24174 5.19095 5.33899 0.08 -0.13 0.07 0.13
H -1.36548 4.17896 8.07726 0.10 0.05 0.05 0.11
H -3.20004 3.15155 9.41259 0.01 0.00 0.07 0.11
H -4.99475 1.90050 8.20976 -0.07 -0.05 0.02 0.10
H -4.85996 1.74973 5.71971 -0.11 -0.06 0.06 0.11
H -2.28489 1.61901 2.59578 -0.08 0.01 0.08 0.11
H -2.60209 0.49330 0.48244 -0.04 -0.07 -0.04 0.11
H -2.66844 -1.05209 -3.73982 -0.04 0.00 -0.02 0.12
H -1.67731 0.41426 -3.88805 -0.06 0.04 -0.01 0.12
H -0.52414 -1.57512 -4.85435 0.06 0.05 0.04 0.12
H 0.36980 -0.88063 -3.48137 0.03 -0.05 -0.11 0.13
H 2.43932 -1.95829 -6.24807 -0.01 -0.01 0.01 0.11

***

no.,strongest force on any atom (hartree/bohr)
1,0.0136
2,0.0451
3,0.0133
4,0.0147